1.
{
  "formula": "C64H86AsCoF3Ge2OPSSi2Te",
  "method": "ωB97M-V/def2-TZVPD",
  "symbols": ["Co", "C", "C", "As", "C", "C", "C", "C", "C", "C", "C", "C", "C", "C", "C", "C", "P", "C", "C", "C", "C", "C", "C", "C", "C", "C", "C", "C", "C", "H", "H", "H", "H", "H", "H", "H", "H", "H", "H", "H", "H", "H", "H", "H", "H", "H", "H", "H", "H", "H", "H", "H", "H", "C", "Si", "C", "C", "C", "Te", "C", "Si", "C", "C", "C", "H", "H", "H", "H", "H", "H", "H", "H", "H", "H", "H", "H", "H", "H", "H", "H", "H", "H", "H", "H", "H", "H", "C", "Ge", "C", "C", "C", "C", "C", "C", "C", "C", "C", "C", "C", "C", "C", "C", "C", "C", "C", "C", "H", "H", "H", "H", "H", "H", "H", "H", "H", "H", "H", "H", "H", "H", "H", "F", "C", "F", "F", "C", "C", "C", "S", "O", "C", "C", "C", "H", "H", "H", "H", "H", "H", "H", "H", "H", "H", "H", "H", "H", "H", "C", "Ge", "C", "C", "C", "H", "H", "H", "H", "H", "H", "H", "H", "H", "H", "H"],
  "coordinates": [[0.05, 0.74, 0.26], [-1.92, 0.93, 3.31], [-3.16, 0.43, 4.05], [-3.31, 0.71, 6.00], [-4.74, -0.61, 6.20], [-4.65, -1.90, 5.70], [-5.75, -2.75, 5.73], [-6.96, -2.32, 6.27], [-7.06, -1.03, 6.77], [-5.95, -0.18, 6.74], [-1.78, -0.32, 6.65], [-0.51, 0.25, 6.54], [0.60, -0.36, 7.10], [0.47, -1.55, 7.80], [-0.79, -2.11, 7.95], [-1.90, -1.50, 7.40], [-1.49, -0.05, 1.79], [-3.12, -0.28, 0.97], [-4.12, 0.69, 1.01], [-5.30, 0.53, 0.30], [-5.50, -0.61, -0.47], [-4.49, -1.56, -0.56], [-3.31, -1.38, 0.14], [-1.29, -1.65, 2.70], [-0.15, -1.73, 3.49], [0.08, -2.82, 4.32], [-0.83, -3.87, 4.36], [-1.96, -3.81, 3.56], [-2.20, -2.70, 2.75], [-1.02, 0.83, 3.93], [-2.00, 1.98, 3.03], [-3.29, -0.64, 3.91], [-4.06, 0.90, 3.65], [-3.72, -2.26, 5.27], [-5.66, -3.76, 5.33], [-7.82, -2.97, 6.28], [-8.00, -0.68, 7.18], [-6.03, 0.82, 7.13], [-0.39, 1.18, 6.00], [1.58, 0.10, 6.99], [1.34, -2.04, 8.22], [-0.91, -3.04, 8.50], [-2.88, -1.94, 7.55], [-3.96, 1.60, 1.57], [-6.05, 1.30, 0.34], [-6.42, -0.74, -1.02], [-4.62, -2.42, -1.20], [-2.51, -2.11, 0.03], [0.57, -0.93, 3.44], [0.97, -2.85, 4.93], [-0.65, -4.72, 5.00], [-2.68, -4.62, 3.58], [-3.12, -2.67, 2.18], [3.04, -0.10, -6.94], [2.48, -0.71, -5.24], [1.63, -2.36, -5.51], [4.04, -1.03, -4.25], [1.49, 0.70, -4.52], [-0.16, 0.52, -3.14], [-1.29, -0.73, -5.41], [-2.91, -0.02, -5.75], [-4.08, -0.17, -4.28], [-3.90, -0.74, -7.22], [-2.71, 1.82, -6.16], [3.65, -0.84, -7.47], [3.64, 0.81, -6.83], [2.18, 0.15, -7.56], [2.39, -3.14, -5.64], [0.99, -2.34, -6.39], [0.99, -2.64, -4.67], [4.73, -1.65, -4.82], [3.83, -1.53, -3.31], [4.55, -0.09, -4.01], [1.07, 1.28, -5.35], [2.19, 1.36, -4.01], [-1.27, -1.81, -5.18], [-0.56, -0.50, -6.19], [-4.40, -1.21, -4.13], [-4.98, 0.43, -4.42], [-3.59, 0.16, -3.36], [-4.15, -1.79, -7.04], [-3.31, -0.69, -8.14], [-4.84, -0.20, -7.40], [-2.29, 2.34, -5.29], [-3.66, 2.29, -6.41], [-2.02, 1.95, -7.00], [0.97, 1.17, -1.36], [2.10, 2.74, -1.51], [1.85, 4.06, -2.97], [0.98, 5.13, -2.78], [0.80, 6.10, -3.76], [1.49, 6.02, -4.96], [2.36, 4.96, -5.17], [2.54, 4.00, -4.19], [2.15, 3.98, 0.07], [1.44, 3.78, 1.25], [1.53, 4.68, 2.30], [2.34, 5.81, 2.20], [3.05, 6.03, 1.03], [2.95, 5.12, -0.02], [4.02, 2.23, -1.70], [5.01, 3.12, -2.13], [6.35, 2.74, -2.20], [6.73, 1.46, -1.83], [5.76, 0.56, -1.40], [4.43, 0.95, -1.35], [0.43, 5.20, -1.85], [0.11, 6.92, -3.58], [1.35, 6.77, -5.73], [2.90, 4.88, -6.11], [3.24, 3.19, -4.37], [0.81, 2.90, 1.35], [0.96, 4.51, 3.21], [2.41, 6.51, 3.03], [3.67, 6.91, 0.93], [3.51, 5.32, -0.93], [4.74, 4.13, -2.42], [7.09, 3.45, -2.54], [7.77, 1.17, -1.88], [6.05, -0.45, -1.11], [3.68, 0.24, -1.02], [-2.28, 1.72, -1.01], [-1.23, 2.20, -0.23], [-0.83, 3.31, -0.92], [-1.92, 2.80, 0.85], [2.94, -4.26, -0.69], [2.38, -3.62, -1.96], [1.81, -2.22, -1.76], [0.30, -2.06, -0.77], [0.50, -2.85, 0.49], [-0.80, -3.09, -1.86], [-1.18, -4.40, -1.20], [-2.49, -4.95, -1.76], [3.32, -5.27, -0.90], [2.18, -4.33, 0.09], [3.77, -3.67, -0.29], [1.63, -4.28, -2.40], [3.19, -3.53, -2.69], [1.55, -1.74, -2.70], [2.54, -1.58, -1.25], [-0.27, -3.23, -2.81], [-1.66, -2.46, -2.07], [-1.27, -4.24, -0.12], [-0.39, -5.13, -1.33], [-3.32, -4.26, -1.57], [-2.74, -5.90, -1.28], [-2.43, -5.11, -2.83], [3.27, -1.40, 3.41], [2.77, 0.45, 2.88], [4.47, 1.45, 2.74], [1.88, 1.28, 4.44], [1.93, 0.45, 1.14], [3.25, -1.54, 4.50], [4.28, -1.61, 3.06], [2.59, -2.11, 2.95], [5.14, 1.23, 3.58], [4.27, 2.53, 2.73], [4.98, 1.19, 1.81], [2.63, 1.48, 5.21], [1.13, 0.62, 4.87], [1.40, 2.22, 4.16], [2.16, -0.57, 0.78], [2.59, 1.12, 0.60]],
  "mulliken_charge": [1.3765, 0.5205, -0.1076, 0.2002, 0.1653, 0.4851, -0.9902, -0.4749, -0.5713, -0.7326, 0.2860, -0.4986, -0.3329, -0.6923, -0.6295, -0.3034, 0.0359, 1.2920, -0.8023, -1.0951, -0.9106, -0.6049, -0.1314, 0.5941, 1.0628, -0.6720, -1.2419, -1.0563, -0.2178, -0.9156, 1.0440, -0.2555, 0.5583, 0.3513, 0.4411, 0.3708, 0.3631, 0.3442, 0.7763, 0.4597, 0.3832, 0.4050, 0.4009, 0.4263, 0.4176, 0.3998, 0.1828, 0.2649, -1.3626, 0.4982, 0.3565, 0.4777, 0.5124, -1.3183, 0.7357, -0.5472, -0.6012, 0.6276, 0.8662, -0.4011, 0.1380, -0.5441, -1.2000, -1.0204, 0.3105, 0.2891, 0.3171, 0.3998, 0.4379, -0.3546, 0.4610, -0.0908, 0.1245, 0.6570, -1.3498, 0.0852, -0.1238, 0.2237, 0.4065, -0.1716, 0.2666, 0.2640, 0.2538, 0.2657, 0.3192, 0.2748, -0.3746, 3.1431, 0.2995, -0.4178, -0.8025, -0.5475, -0.8806, 0.0700, -0.1159, 0.4590, -0.9516, -0.7442, -0.8598, -0.1225, 0.7589, -0.7087, -0.7700, -0.6948, -0.7799, 0.0609, 0.3163, 0.4022, 0.3641, 0.4053, 0.3341, 0.1176, 0.3715, 0.3255, 0.3843, 0.1389, 0.2261, 0.3781, 0.3507, 0.4653, -0.4090, -0.1768, -1.0937, 0.1420, -0.1955, -1.4967, -0.3256, 0.5397, 0.6775, -0.7045, -0.8185, 0.1730, -1.3958, 0.4398, 0.1875, 0.3075, 0.2246, 0.4794, -1.7250, 0.2344, 0.3107, 0.2911, -0.1402, 0.4985, 0.1063, 0.4444, 0.3708, -1.3683, 1.4732, -1.4440, -0.0736, 1.0326, 0.3615, 0.4353, 0.1545, 0.4506, 0.2807, 0.2960, 0.6884, -1.0618, -0.0939, -0.3381, -1.1944],
  "total_energy_ev": -332630.724,
  "mol_weight_g_mol": 1454.3,
  "total_charge": -2
}

---

2.
{
  "formula": "C6H12NS",
  "method": "ωB97M-V/def2-TZVPD",
  "symbols": ["C", "C", "C", "C", "C", "C", "N", "S", "H", "H", "H", "H", "H", "H", "H", "H", "H", "H", "H", "H"],
  "coordinates": [[-1.18, 0.23, 1.30], [-1.18, -0.97, 1.90], [0.37, -2.27, 0.26], [1.42, -3.02, -0.41], [-0.68, 1.99, -1.67], [-0.27, 2.13, -0.20], [-0.22, 0.86, 0.60], [0.10, -2.12, 1.82], [-2.17, 0.78, 1.47], [-1.85, -1.30, 2.73], [-0.22, -1.64, -0.47], [2.23, -2.36, -0.86], [1.09, -3.45, -1.46], [1.84, -3.89, 0.14], [-0.43, 2.75, -2.37], [-0.39, 1.08, -2.10], [-1.74, 2.03, -1.60], [-1.12, 2.66, 0.32], [0.65, 2.81, 0.02], [0.66, 0.53, 0.90]],
  "mulliken_charge": [0.0440, -0.4561, 0.2805, -1.0214, -1.0492, -0.4641, -0.1189, 0.0384, 0.2740, 0.3428, 0.3021, 0.3017, 0.3270, 0.3440, 0.3578, 0.3115, 0.3061, 0.2556, 0.3714, 0.2528],
  "total_energy_ev": -18732.727,
  "mol_weight_g_mol": 130.2,
  "total_charge": 1
}

---

3.
{
  "formula": "CH4O2",
  "method": "ωB97M-V/def2-TZVPD",
  "symbols": ["O", "C", "O", "H", "H", "H", "H"],
  "coordinates": [[1.01, 0.57, 0.22], [0.00, -0.34, -0.04], [-1.40, 0.27, -0.02], [1.72, 0.40, -0.40], [0.04, -0.75, -1.06], [-0.04, -1.15, 0.69], [-1.33, 1.00, 0.61]],
  "mulliken_charge": [-0.4805, -0.0668, -0.5042, 0.3245, 0.2212, 0.2261, 0.2796],
  "total_energy_ev": -5196.024,
  "mol_weight_g_mol": 48.0,
  "smiles": "OCO"
}